Density functional theory data (ωB97M-V/def2-TZVPD) for a molecular structure, C46H55AsMoN3O9P2S in a non-equilibrium geometry.

For the HOMO-LUMO gap (alpha / beta), the calculation gives 0.2393 / 0.2643 Eh.

Geometry as ORCA input:
```
! RIJCOSX wB97M-V def2-TZVPD def2/J DEFGRID3
* xyz 1 3
Mo -0.4391 -0.1489 0.1951
C -2.2590 -1.3168 2.1479
N -0.8891 -1.8006 1.7329
C -1.0293 -3.2433 1.4375
C 0.0395 -1.6013 2.8456
C 0.4085 -2.5891 3.7430
C 1.2387 -2.2631 4.8089
C 1.6738 -0.9570 4.9741
C 1.3129 0.0289 4.0710
C 0.5045 -0.2971 2.9840
N 0.1486 0.5999 1.9739
C 0.2094 1.9986 2.3200
C 1.3902 2.6920 2.1042
C 1.5007 4.0396 2.3944
C 0.4063 4.7061 2.9204
C -0.7668 4.0146 3.1752
C -0.8940 2.6532 2.8969
N -2.1024 1.9506 3.1918
C -3.3040 2.7827 3.2376
C -2.0308 1.1926 4.4445
H -2.9588 -1.5595 1.3521
H -2.5474 -1.8381 3.0635
H -2.2578 -0.2416 2.3295
H -1.6688 -3.3905 0.5782
H -0.0525 -3.6836 1.2701
H -1.5078 -3.7393 2.2848
H 0.0666 -3.6072 3.6354
H 1.5333 -3.0307 5.5109
H 2.3114 -0.7029 5.8107
H 1.6627 1.0448 4.1926
H 2.2240 2.1498 1.6906
H 2.4314 4.5593 2.2063
H 0.4630 5.7625 3.1498
H -1.6047 4.5426 3.6079
H -3.3632 3.3760 4.1607
H -3.3421 3.4406 2.3758
H -4.1761 2.1333 3.1874
H -1.9246 1.8617 5.3097
H -2.9563 0.6272 4.5681
H -1.1996 0.4967 4.4504
O -3.5775 2.1185 -2.1724
As -2.9695 2.1279 -0.5311
O -4.2133 2.0942 0.5028
O -2.0689 0.6449 -0.4649
C -1.8462 3.6833 -0.4195
C -2.5118 4.7738 0.1250
C -1.8817 6.0110 0.1948
C -0.5873 6.1534 -0.2684
C 0.0872 5.0640 -0.8077
C -0.5403 3.8349 -0.8917
S 0.3334 2.5025 -1.6759
O -0.5704 1.9580 -2.6539
O 1.6081 2.9930 -2.1049
O 0.5457 1.5169 -0.5385
H -4.5355 2.2421 -2.1043
H -3.5278 4.6518 0.4805
H -2.4101 6.8594 0.6091
H -0.0950 7.1156 -0.2187
H 1.0971 5.1582 -1.1825
C -2.5734 -0.6172 -5.1904
C -2.4611 -0.2877 -3.7233
O -1.8075 -1.4179 -3.0795
P -1.5591 -1.8178 -1.5678
O -0.8194 -3.2027 -1.7539
C -1.2380 -4.2204 -2.7070
C -0.2773 -4.2466 -3.8698
O -2.9701 -2.2866 -0.9735
C -4.2599 -1.6448 -1.1466
C -5.0173 -2.2874 -2.2839
H -3.0537 0.2148 -5.7064
H -3.1685 -1.5159 -5.3566
H -1.5870 -0.7629 -5.6303
H -3.4379 -0.1400 -3.2751
H -1.8562 0.5966 -3.5479
H -2.2598 -4.0143 -3.0250
H -1.2291 -5.1575 -2.1521
H -0.3216 -3.3108 -4.4257
H -0.5413 -5.0629 -4.5432
H 0.7445 -4.4006 -3.5215
H -4.1197 -0.5757 -1.2892
H -4.7812 -1.7823 -0.2002
H -4.4896 -2.1620 -3.2299
H -6.0018 -1.8270 -2.3752
H -5.1532 -3.3528 -2.0990
C 3.8959 -5.0950 -0.4287
C 2.5198 -4.9499 -0.4647
C 1.9535 -3.6804 -0.4529
C 2.7569 -2.5507 -0.3920
C 4.1461 -2.7031 -0.3793
C 4.7078 -3.9675 -0.3944
P 2.0403 -0.8714 -0.5097
C 2.4162 -0.4475 -2.2453
C 3.6659 0.0024 -2.6653
C 3.9161 0.2083 -4.0127
C 2.9338 -0.0466 -4.9579
C 1.7017 -0.5333 -4.5502
C 1.4504 -0.7370 -3.2037
C 3.1764 0.1268 0.5005
C 3.6795 1.3472 0.0503
C 4.5699 2.0627 0.8383
C 4.9244 1.5941 2.0956
C 4.3825 0.4078 2.5704
C 3.5204 -0.3296 1.7738
H 4.3397 -6.0817 -0.4391
H 1.8817 -5.8234 -0.5092
H 0.8835 -3.5770 -0.5330
H 4.7921 -1.8360 -0.3582
H 5.7844 -4.0742 -0.3819
H 4.4607 0.1856 -1.9555
H 4.8873 0.5708 -4.3221
H 3.1318 0.1264 -6.0073
H 0.9327 -0.7523 -5.2795
H 0.4926 -1.1314 -2.9089
H 3.3635 1.7531 -0.9018
H 4.9719 2.9983 0.4717
H 5.6156 2.1573 2.7089
H 4.6386 0.0479 3.5585
H 3.1185 -1.2644 2.1468
*
```

Atomic partial charges in e from the Löwdin method, atoms 1 to 2: 1.516, -0.039

Density functional theory data (ωB97M-V/def2-TZVPD) for 5 unconnected molecules or ions with the total composition C46H57F3N2O9S3 in a non-equilibrium geometry.

The SMILES is FC(F)(F)OCc1ccc2c(c1)Sc1c(CCCSC(=S)N(c3ccccc3)c3ccccc3)cccc1N2.CCOC(C)=O.CCOC(C)=O.CCOC(C)=O.CCOC(C)=O. For the HOMO-LUMO gap, the calculation gives 0.2403 Eh.

Geometry as ORCA input:
```
! RIJCOSX wB97M-V def2-TZVPD def2/J DEFGRID3
* xyz 0 1
F 1.4761 -1.7739 2.0913
C 2.0591 -2.7554 2.9235
F 1.7033 -2.4878 4.2735
F 3.4780 -2.5361 2.8503
O 1.8477 -4.0847 2.5165
C 0.4430 -4.4761 2.5946
C -0.2356 -4.2245 1.1669
C -0.0066 -5.0852 -0.1060
C -0.7116 -4.7621 -1.4740
C -1.6580 -3.5111 -1.6313
C -1.8345 -2.6583 -0.3175
C -1.1707 -2.9941 1.0348
S -2.9256 -1.1506 -0.5188
C -2.4585 -0.5988 -2.2436
C -2.3164 0.9234 -2.6113
C -2.5466 1.9606 -1.4225
C -1.8031 3.3744 -1.5977
C -0.2808 3.2814 -2.0926
S 0.6920 1.8972 -1.3310
C 2.4934 2.4120 -1.3665
S 3.0900 3.2344 -0.0110
N 3.4161 2.1120 -2.4805
C 2.7187 2.1535 -3.7803
C 2.3489 0.9415 -4.6682
C 1.6133 1.1369 -6.0389
C 1.1712 2.5511 -6.5678
C 1.5143 3.7801 -5.6508
C 2.2798 3.5762 -4.2973
C 4.1825 0.8702 -2.2754
C 4.0314 -0.0707 -1.0241
C 4.8996 -1.3632 -0.8386
C 5.9381 -1.8207 -1.8922
C 6.1071 -0.8891 -3.1531
C 5.2763 0.4063 -3.3126
C -1.9700 1.2691 -4.0805
C -1.7314 0.1748 -5.1516
C -1.8623 -1.3247 -4.7287
C -2.2256 -1.7619 -3.2636
N -2.3205 -3.1879 -2.9051
H 0.3570 -5.5821 2.9160
H -0.1585 -3.8645 3.3666
H 0.7092 -5.9765 0.0016
H -0.5215 -5.4249 -2.3817
H -1.3565 -2.3444 1.9589
H -2.2910 1.5485 -0.3795
H -3.6822 2.1831 -1.3871
H -2.4123 4.0249 -2.3099
H -1.8085 3.8712 -0.5585
H 0.2415 4.2663 -1.7750
H -0.2468 3.2889 -3.2497
H 2.6572 -0.0995 -4.3272
H 1.3607 0.2417 -6.7166
H 0.6053 2.6762 -7.5609
H 1.2367 4.8589 -5.9284
H 2.5518 4.4848 -3.6577
H 3.3023 0.1645 -0.1842
H 4.7514 -1.9770 0.1102
H 6.5275 -2.7784 -1.7274
H 6.8876 -1.2532 -3.9135
H 5.4620 1.0274 -4.2601
H -1.8791 2.3841 -4.3604
H -1.4622 0.4895 -6.2171
H -1.6571 -2.0944 -5.5531
H -1.9704 -3.7771 -3.6823
C -2.5265 -9.9717 -4.8018
C -2.6454 -8.8039 -3.8444
O -1.3494 -8.3073 -3.4752
C -0.6537 -7.3977 -4.1824
C -1.0904 -7.0831 -5.5865
O 0.3486 -6.9018 -3.7173
H -2.0486 -9.6775 -5.7390
H -3.5122 -10.3826 -5.0311
H -1.9091 -10.7616 -4.3663
H -3.2762 -8.0024 -4.2342
H -3.1149 -9.1443 -2.9196
H -0.5600 -7.7353 -6.2811
H -0.8321 -6.0434 -5.8020
H -2.1643 -7.1694 -5.7433
C 0.3589 8.4934 0.0744
C -0.4174 8.0000 -1.1290
O -1.0966 6.7697 -0.8338
C -2.3162 6.6900 -0.2664
C -2.8999 7.9190 0.3736
O -2.8915 5.6269 -0.2104
H -0.3012 8.7186 0.9150
H 0.9210 9.3962 -0.1746
H 1.0587 7.7271 0.4181
H -1.1115 8.7478 -1.5180
H 0.2800 7.7752 -1.9385
H -2.6287 7.9359 1.4297
H -3.9875 7.8698 0.2830
H -2.5960 8.8498 -0.1023
C -3.2326 1.1403 4.9424
C -3.5709 -0.1085 5.7298
O -3.1517 -1.2897 5.0270
C -1.9177 -1.8182 5.1011
C -0.8138 -0.9959 5.7035
O -1.6909 -2.9077 4.6201
H -2.1547 1.2499 4.8043
H -3.6071 2.0300 5.4532
H -3.6766 1.0948 3.9443
H -3.1646 -0.0899 6.7431
H -4.6551 -0.1853 5.8329
H -0.3112 -0.4367 4.9134
H -0.0980 -1.6738 6.1747
H -1.1481 -0.3152 6.4846
C 2.4973 0.4582 8.5781
C 2.2662 1.4393 7.4473
O 0.9046 1.8964 7.4328
C 0.4393 2.9326 8.1577
C 1.2891 3.4761 9.2728
O -0.6736 3.3628 7.9587
H 2.3345 0.9222 9.5536
H 3.5172 0.0689 8.5469
H 1.7989 -0.3798 8.5058
H 2.9622 2.2802 7.4707
H 2.4266 0.9318 6.4940
H 1.0293 2.9674 10.2018
H 1.0780 4.5430 9.3767
H 2.3593 3.3932 9.0913
*
```

Atomic partial charges in e from the Löwdin method, atoms 1 to 2: 0.099, -0.454